1.
A single C2H4N4 molecule at a distorted geometry. Source: OMol25; level of theory: the ωB97M-V functional and the def2-TZVPD basis.

Calculated values
lowest unoccupied orbital energy	0.02526	Ha
E_HOMO	-9.639	eV
energy	-297.54512	a.u.
energy relative to the best compared isomer or geometry (same formula, charge and spin)	62.24	kcal per mole

Last columns: bonded neighbours and bond lengths (Å).
Element x y z (Å)
1 N -0.267 -1.417 0.437  C2 1.390, H7 1.001, H8 1.000
2 C 0.053 -0.125 0.036  N1 1.390, C3 1.341, N6 1.354
3 C -0.999 0.697 -0.083  C2 1.341, N4 1.382, H9 1.134
4 N -0.545 1.935 -0.495  C3 1.382, N5 1.306
5 N 0.752 1.854 -0.623  N4 1.306, N6 1.351
6 N 1.145 0.603 -0.299  C2 1.354, N5 1.351, H10 1.009
7 H -0.154 -1.673 1.398  N1 1.001
8 H -0.343 -2.136 -0.254  N1 1.000
9 H -1.761 -0.084 0.228  C3 1.134
10 H 2.119 0.345 -0.347  N6 1.009

=====

2.
9 unconnected molecules or ions with the total composition C4H23O10S2 at a distorted geometry. Source: OMol25; level of theory: the ωB97M-V functional and the def2-TZVPD basis.

Calculated values
lowest unoccupied orbital energy	0.09289	Ha
E_HOMO	-5.294	eV
total charge	-1
energy	-1715.06277	a.u.
energy relative to the best compared isomer or geometry (same formula, charge and spin)	0.00	kcal per mole

Last columns: bonded neighbours and bond lengths (Å).
Element x y z (Å)
1 C 1.343 0.975 1.284  C2 1.511, C5 1.537, H9 1.095, H10 1.101
2 C 0.248 0.402 2.153  C1 1.511, O3 1.266, O4 1.260
3 O -0.391 -0.608 1.737  C2 1.266
4 O -0.050 0.983 3.231  C2 1.260
5 C 1.864 0.179 0.077  C1 1.537, S6 1.853, H11 1.088, H12 1.088
6 S 3.654 0.507 -0.273  C5 1.853, S7 2.160
7 S 3.916 1.519 -2.163  S6 2.160, C8 1.778
8 C 2.288 1.662 -2.862  S7 1.778, H13 1.104, H14 1.077, H15 1.088
9 H 0.955 1.948 0.965  C1 1.095
10 H 2.106 1.234 2.034  C1 1.101
11 H 1.106 0.438 -0.658  C5 1.088
12 H 1.644 -0.880 0.185  C5 1.088
13 H 1.884 0.783 -3.393  C8 1.104
14 H 1.711 1.835 -1.968  C8 1.077
15 H 2.196 2.433 -3.623  C8 1.088
16 H -0.423 3.595 1.663  O18 0.968
17 H -1.780 3.105 2.122  O18 0.996
18 O -1.328 3.920 1.771  H16 0.968, H17 0.996
19 H -0.314 -1.921 -2.579  O21 0.974
20 H -0.947 -1.911 -3.772  O21 0.962
21 O -0.325 -1.316 -3.342  H19 0.974, H20 0.962
22 H -2.422 -1.963 -0.148  O24 0.960
23 H -0.991 -2.075 0.042  O24 0.969
24 O -1.624 -1.967 -0.683  H22 0.960, H23 0.969
25 H 0.494 -3.612 1.586  O27 0.978
26 H 0.649 -2.084 1.461  O27 0.980
27 O 0.855 -2.921 0.995  H25 0.978, H26 0.980
28 H -1.198 -4.408 -1.502  O30 0.974
29 H 0.274 -4.487 -1.673  O30 0.971
30 O -0.525 -4.992 -1.895  H28 0.974, H29 0.971
31 H -0.394 2.944 -4.432  O33 0.971
32 H -1.009 2.775 -3.076  O33 0.986
33 O -0.212 3.167 -3.505  H31 0.971, H32 0.986
34 H -2.929 -1.626 3.672  O36 0.969
35 H -1.525 -1.343 3.151  O36 0.988
36 O -2.035 -2.001 3.683  H34 0.969, H35 0.988
37 H -1.529 1.490 2.999  O39 1.011
38 H -2.754 2.393 3.730  O39 0.960
39 O -2.482 1.828 3.004  H37 1.011, H38 0.960

=====

3.
A gas-phase ion, C4H11N2O2 (charge -1) at a distorted geometry. Source: OMol25; level of theory: the ωB97M-V functional and the def2-TZVPD basis.

Calculated values
lowest unoccupied orbital energy	0.13119	Ha
E_HOMO	-2.515	eV
total charge	-1
energy	-418.95455	a.u.
energy relative to the best compared isomer or geometry (same formula, charge and spin)	85.65	kcal per mole

Last columns: bonded neighbours and bond lengths (Å).
Element x y z (Å)
1 N 1.890 1.279 1.108  C2 1.512, H9 1.017, H10 1.021
2 C 0.806 1.026 0.085  N1 1.512, C3 1.554, H11 1.095, H12 1.085
3 C 0.035 -0.299 0.341  C2 1.554, C4 1.544, N6 1.439, H13 1.092
4 C 0.629 -1.354 -0.617  C3 1.544, O5 1.476, H14 1.090, H15 1.082
5 O 0.189 -2.663 -0.099  C4 1.476, H16 0.946
6 N -1.403 -0.239 0.300  C3 1.439, C7 1.524, H17 1.015
7 C -2.019 0.855 -0.564  N6 1.524, O8 1.338, H18 1.128, H19 1.106
8 O -1.889 2.089 -0.063  C7 1.338
9 H 2.680 0.731 0.776  N1 1.017
10 H 1.612 0.914 2.020  N1 1.021
11 H 1.297 1.086 -0.892  C2 1.095
12 H 0.137 1.880 0.128  C2 1.085
13 H 0.413 -0.615 1.315  C3 1.092
14 H 0.228 -1.267 -1.627  C4 1.090
15 H 1.696 -1.397 -0.445  C4 1.082
16 H 0.198 -3.285 -0.812  O5 0.946
17 H -1.772 0.009 1.212  N6 1.015
18 H -1.629 0.635 -1.600  C7 1.128
19 H -3.098 0.615 -0.565  C7 1.106

=====

> Among the records above, which one has the lowest energy relative to the best compared isomer or geometry (same formula, charge and spin)?

C4H23O10S2

=====

> Which of these has the lowest energy relative to the best compared isomer or geometry (same formula, charge and spin)?

C4H23O10S2

=====

> E_HOMO of number 3 (C4H11N2O2)?

-2.515 eV

=====

Repeat the third record exactly.
A gas-phase ion, C4H11N2O2 (charge -1) at a distorted geometry. Source: OMol25; level of theory: the ωB97M-V functional and the def2-TZVPD basis.

Calculated values
lowest unoccupied orbital energy	0.13119	Ha
E_HOMO	-2.515	eV
total charge	-1
energy	-418.95455	a.u.
energy relative to the best compared isomer or geometry (same formula, charge and spin)	85.65	kcal per mole

Last columns: bonded neighbours and bond lengths (Å).
Element x y z (Å)
1 N 1.890 1.279 1.108  C2 1.512, H9 1.017, H10 1.021
2 C 0.806 1.026 0.085  N1 1.512, C3 1.554, H11 1.095, H12 1.085
3 C 0.035 -0.299 0.341  C2 1.554, C4 1.544, N6 1.439, H13 1.092
4 C 0.629 -1.354 -0.617  C3 1.544, O5 1.476, H14 1.090, H15 1.082
5 O 0.189 -2.663 -0.099  C4 1.476, H16 0.946
6 N -1.403 -0.239 0.300  C3 1.439, C7 1.524, H17 1.015
7 C -2.019 0.855 -0.564  N6 1.524, O8 1.338, H18 1.128, H19 1.106
8 O -1.889 2.089 -0.063  C7 1.338
9 H 2.680 0.731 0.776  N1 1.017
10 H 1.612 0.914 2.020  N1 1.021
11 H 1.297 1.086 -0.892  C2 1.095
12 H 0.137 1.880 0.128  C2 1.085
13 H 0.413 -0.615 1.315  C3 1.092
14 H 0.228 -1.267 -1.627  C4 1.090
15 H 1.696 -1.397 -0.445  C4 1.082
16 H 0.198 -3.285 -0.812  O5 0.946
17 H -1.772 0.009 1.212  N6 1.015
18 H -1.629 0.635 -1.600  C7 1.128
19 H -3.098 0.615 -0.565  C7 1.106